#w
Entry from OMol25: the molecule CH3ClN2O2 (ωB97M-V/def2-TZVPD).

```
! RIJCOSX wB97M-V def2-TZVPD def2/J DEFGRID3
* xyz 0 1
C -0.99139 -0.58764 0.14690
N 1.38860 0.79803 0.69254
N -0.12811 -1.34522 0.89247
O 0.60501 -2.18644 0.40098
O -0.04665 -1.04931 2.14773
Cl 1.06178 0.69960 2.21712
H -1.41358 0.28850 0.68260
H -1.07234 -0.74989 -0.95936
H 2.08020 0.15942 0.50776
*
```

Properties
**LUMO (alpha / beta)**: -2.206 / -2.208 eV
**Gap between HOMO and LUMO (alpha / beta)**: 0.2488 / 0.2486 Ha

Löwdin population analysis, charges in e, atoms 1 to 6: 0.11 -0.36 -0.55 -0.03 -0.25 0.94



#x
Entry from OMol25: a cluster of 2 separate species, CH3ClN2O2 in total (ωB97M-V/def2-TZVPD).

```
! RIJCOSX wB97M-V def2-TZVPD def2/J DEFGRID3
* xyz 0 1
C 1.51096 0.00821 -1.14971
N 0.51205 0.15384 1.09537
N 0.43621 0.69305 -0.02823
O 1.90307 -1.07898 -1.54827
O -0.13593 0.77237 2.04824
Cl -2.22088 -1.22096 -0.31751
H -3.46890 -1.87300 -0.31047
H 1.88119 0.81568 -1.68413
H -0.41776 1.72980 1.89471
*
```

Properties
**LUMO**: -0.001 eV
**Structure (SMILES)**: O=C/N=N/O.Cl
**Gap between HOMO and LUMO**: 0.3720 Ha

Löwdin population analysis, charges in e, atoms 1 to 6: -0.15 -0.14 0.03 0.06 -0.04 0.17



Result of the stability comparison: #w is the least stable of them.



#w
Entry from OMol25: a cluster of 2 separate species, CH3ClN2O2 in total (ωB97M-V/def2-TZVPD).

```
! RIJCOSX wB97M-V def2-TZVPD def2/J DEFGRID3
* xyz 0 1
C -0.61395 -1.30468 0.53210
N 1.35151 1.15405 -0.25103
N -0.96377 -0.47558 -0.38169
O 0.72890 1.86084 -0.97428
O -1.53120 -0.57732 -1.47118
Cl 2.65060 1.94179 0.77720
H -1.13446 -2.21529 0.62745
H 0.02826 -0.89630 1.32441
H -0.51591 0.51250 -0.18299
*
```

Properties
**LUMO**: -1.957 eV
**Structure (SMILES)**: C=[NH+][O-].O=NCl
**Gap between HOMO and LUMO**: 0.2645 Ha

Löwdin population analysis, charges in e, atoms 1 to 6: 0.03 -0.37 -0.29 -0.01 -0.07 0.45



#x
Entry from OMol25: the molecule CH3ClN2O2 (ωB97M-V/def2-TZVPD).

```
! RIJCOSX wB97M-V def2-TZVPD def2/J DEFGRID3
* xyz 0 1
C -0.93409 0.78602 0.22563
N 1.15811 -0.14245 -0.17557
N -0.07277 -0.29313 0.12660
O -0.87370 -1.63325 -0.01477
O 1.78080 -1.23538 -0.46741
Cl -1.49824 1.26676 1.83361
H -0.25907 1.70780 -0.06831
H -1.85132 0.62956 -0.41505
H 2.55028 -1.08592 -1.04473
*
```

Properties
**LUMO (alpha / beta)**: -0.592 / -0.591 eV
**Structure (SMILES)**: [O-]/[N+](CCl)=N\O
**Gap between HOMO and LUMO (alpha / beta)**: 0.3290 / 0.3292 Ha

Löwdin population analysis, charges in e, atoms 1 to 6: -0.61 0.03 -0.24 -0.18 0.06 0.58



Result of the stability comparison: #x is the least stable of them.



#w
Entry from OMol25: a cluster of 2 separate species, C4H9S in total (ωB97M-V/def2-TZVPD).

```
! RIJCOSX wB97M-V def2-TZVPD def2/J DEFGRID3
* xyz -1 1
C 0.28452 -0.04144 -0.06903
C 0.16590 1.23918 -0.40172
C -1.13026 1.99717 -0.33934
C 1.55486 -0.80984 0.06806
H -0.60795 -0.62585 0.14607
H 1.06148 1.79122 -0.69143
H -1.10688 2.72669 0.47528
H -1.35133 2.53105 -1.26751
H -1.94892 1.30492 -0.13815
H 2.41017 -0.25531 -0.33376
H 1.52615 -1.81390 -0.34903
H 1.73055 -0.96168 1.13849
S -0.79354 -3.11516 1.01510
H -1.79475 -3.96704 0.74697
*
```

Properties
**LUMO**: 3.822 eV
**Gap between HOMO and LUMO**: 0.2355 Ha

Löwdin population analysis, charges in e, atoms 1 to 6: -0.22 -0.21 -0.13 -0.16 0.01 0.08



#x
Entry from OMol25: a cluster of 2 separate species, C4H9S in total (ωB97M-V/def2-TZVPD).

```
! RIJCOSX wB97M-V def2-TZVPD def2/J DEFGRID3
* xyz -1 1
C 1.26999 1.64800 2.19477
S 2.63263 0.42011 1.66328
H 0.33505 1.21498 1.99029
H 1.27859 2.56538 1.62288
H 1.22505 1.94730 3.21351
C -0.41424 -2.02067 -1.10785
C -1.22666 -0.73389 -1.49643
C -0.92625 0.50264 -1.10915
H 0.72738 -1.92148 -1.22495
H -0.93355 -2.94188 -1.45973
H -0.55956 -1.94593 0.03383
H -1.97959 -0.97257 -2.26525
H -0.99567 1.29021 -1.79603
H -0.43318 0.94779 -0.25916
*
```

Properties
**LUMO**: 3.684 eV
**Gap between HOMO and LUMO**: 0.2147 Ha

Löwdin population analysis, charges in e, atoms 1 to 6: -0.70 -0.14 -0.07 -0.03 -0.04 -0.13



#y
Entry from OMol25: a cluster of 2 separate species, C4H9S in total (ωB97M-V/def2-TZVPD).

```
! RIJCOSX wB97M-V def2-TZVPD def2/J DEFGRID3
* xyz -1 1
C 0.92552 2.09070 0.44770
S 0.14695 0.82420 1.53980
H 0.51258 2.09911 -0.58632
H 2.00148 1.90905 0.31562
H 0.87416 3.05314 0.96692
C -1.63998 -0.97039 -1.26761
C -0.42874 -1.83936 -1.38041
C 0.79172 -1.46712 -0.91138
H -2.62581 -1.25089 -1.66403
H -1.53719 0.11782 -1.42992
H -1.88379 -0.90839 -0.15865
H -0.46041 -2.68920 -2.13865
H 1.66715 -1.99176 -1.41343
H 0.92786 -0.60336 -0.22715
*
```

Properties
**LUMO**: 4.114 eV
**Gap between HOMO and LUMO**: 0.2333 Ha

Löwdin population analysis, charges in e, atoms 1 to 6: -0.72 0.04 -0.01 -0.02 -0.03 -0.18



Result of the stability comparison: #x is the least stable of them.



#w
Entry from OMol25: a cluster of 2 separate species, C2H7NOS2 in total (ωB97M-V/def2-TZVPD).

```
! RIJCOSX wB97M-V def2-TZVPD def2/J DEFGRID3
* xyz 0 1
C 2.55687 -0.94854 -0.23328
C 1.19926 -0.73891 0.46612
N -3.55394 1.32408 -0.10347
O 1.00958 0.60373 0.74952
S -4.74241 0.14864 -0.08579
S -0.39466 1.20289 0.12348
H 2.63985 -1.86129 -0.74767
H 2.62186 -0.06278 -0.91642
H 3.49796 -0.81214 0.38280
H 1.14803 -1.37884 1.28489
H 0.41548 -0.95055 -0.19091
H -3.78109 2.31675 -0.25719
H -2.61678 1.15697 -0.47207
*
```

Properties
**LUMO (alpha / beta)**: -1.896 / -0.865 eV
**Gap between HOMO and LUMO (alpha / beta)**: 0.2462 / 0.2927 Ha

Löwdin population analysis, charges in e, atoms 1 to 6: -0.06 -0.39 -0.53 -0.59 0.47 0.79



#x
Entry from OMol25: a cluster of 2 separate species, C2H7NOS2 in total (ωB97M-V/def2-TZVPD).

```
! RIJCOSX wB97M-V def2-TZVPD def2/J DEFGRID3
* xyz 0 1
C 0.56451 1.89876 -0.07209
S 1.02254 1.19733 1.55790
S -0.73486 0.41380 2.26318
H 0.80039 2.95625 -0.06028
H -0.51089 1.79371 -0.20041
H 1.10585 1.35281 -0.83937
H -1.44786 1.51601 2.49317
C -0.29032 -1.91333 -1.46813
N -0.20989 -1.81913 -0.09727
O -0.40514 -0.95478 -2.19501
H -0.27012 -2.93568 -1.87142
H 0.13172 -0.89752 0.14670
H 0.24407 -2.60824 0.34302
*
```

Properties
**LUMO**: 0.497 eV
**Structure (SMILES)**: NC=O.CSS
**Gap between HOMO and LUMO**: 0.3507 Ha

Löwdin population analysis, charges in e, atoms 1 to 6: -0.45 0.36 0.30 0.02 0.03 0.02



Result of the stability comparison: #w is the least stable of them.



#w
Entry from OMol25: a cluster of 2 separate species, C4H9P in total (ωB97M-V/def2-TZVPD).

```
! RIJCOSX wB97M-V def2-TZVPD def2/J DEFGRID3
* xyz 0 1
C 1.48348 -0.17555 0.68466
C 1.77768 0.96375 0.09665
C 1.19302 -1.34156 -0.26179
C -2.16274 0.77030 -0.04764
P -3.07768 -0.62562 -0.02473
H 1.92579 1.07720 -0.93239
H 1.99447 1.83314 0.67845
H -4.34737 -0.21583 -0.51801
H 0.18218 -1.34016 -0.41612
H 1.57204 -2.18134 0.30368
H 1.75613 -1.07830 -1.24552
H -1.18952 0.90817 0.22115
H 1.40545 -0.40917 1.68849
H -2.51293 1.81496 -0.22688
*
```

Properties
**LUMO**: 0.178 eV
**Structure (SMILES)**: C=CC.C=P
**Gap between HOMO and LUMO**: 0.3626 Ha

Löwdin population analysis, charges in e, atoms 1 to 6: -0.22 -0.03 -0.09 -0.45 0.72 0.04



#x
Entry from OMol25: a structure of composition C4H9P (ωB97M-V/def2-TZVPD).

```
! RIJCOSX wB97M-V def2-TZVPD def2/J DEFGRID3
* xyz 0 1
C 0.72783 1.00472 -1.02718
C 0.68023 0.15628 -0.06587
C 1.68467 -0.76785 0.40055
C -1.09906 -0.17864 0.86052
P -2.20469 0.89488 -0.01497
H -0.05652 1.43165 -1.51628
H 1.72023 1.12268 -1.56410
H 1.55303 -1.00726 1.45769
H 2.62094 -0.27360 0.08281
H 1.52875 -1.80596 0.01624
H -0.69352 0.10582 1.80156
H -1.36526 -1.21938 0.86139
H -3.22088 0.04795 0.02665
H -1.87574 0.48870 -1.31901
*
```

Properties
**LUMO**: 0.938 eV
**Gap between HOMO and LUMO**: 0.3661 Ha

Löwdin population analysis, charges in e, atoms 1 to 6: -0.05 -0.30 -0.12 -0.40 0.74 -0.02



Result of the stability comparison: #x is the least stable of them.



#w
Entry from OMol25: a structure of composition C32H26NO2S8Sr (ωB97M-V/def2-TZVPD).

```
! RIJCOSX wB97M-V def2-TZVPD def2/J DEFGRID3
* xyz -1 1
Sr 1.93943 0.68507 -0.67533
S 1.47860 1.22807 4.63613
C -0.19034 1.43496 4.23691
C -1.32543 1.26555 5.02512
C -2.56210 1.53886 4.46999
C -2.66529 1.98152 3.14601
C -1.53970 2.13597 2.36078
C -0.28597 1.85238 2.90389
N 0.91631 1.99194 2.22706
C 1.91594 1.72221 3.00595
C 3.33891 1.79434 2.61050
C 4.29059 2.19397 3.55404
C 5.61408 2.31505 3.16432
C 5.95827 2.02902 1.84415
C 4.98177 1.61774 0.94368
C 3.61941 1.47738 1.27776
H -1.24484 0.93780 6.05386
H -3.45651 1.41804 5.06785
H -3.64078 2.20165 2.73108
H -1.60863 2.48184 1.33663
H 4.00667 2.43290 4.57453
H 6.36480 2.63825 3.87584
H 6.99038 2.12945 1.52423
H 5.31279 1.38932 -0.07012
O 0.52410 -1.22685 1.65217
S -0.27926 -2.41843 2.05808
C -0.10930 -3.70660 0.74271
C 0.31451 -3.18351 -0.63141
C -0.82969 -2.88432 -1.60671
C -0.30351 -2.27271 -2.90758
S 0.06788 -0.48801 -2.82604
O -0.00377 -0.14475 -1.33440
C -1.48676 0.18244 -3.41788
C -2.18972 1.06887 -2.62175
C -3.34752 1.65702 -3.11619
C -3.78802 1.36632 -4.39793
C -3.06119 0.49372 -5.19940
C -1.90253 -0.09082 -4.71545
C -2.00649 -2.02527 1.80004
C -2.95350 -2.83386 2.41355
C -4.30111 -2.59437 2.18694
C -4.68843 -1.54821 1.35991
C -3.73038 -0.73100 0.77579
C -2.38020 -0.95706 1.00358
H -1.07549 -4.21320 0.72142
H 0.63203 -4.40029 1.13864
H 1.00054 -3.90372 -1.08340
H 0.89251 -2.27212 -0.48767
H -1.55026 -2.20955 -1.14669
H -1.36900 -3.80399 -1.85119
H -0.98278 -2.40117 -3.74886
H 0.66293 -2.71015 -3.17082
H -1.82213 1.29437 -1.63043
H -3.89770 2.35460 -2.49744
H -4.68794 1.82999 -4.78087
H -3.38989 0.27806 -6.20786
H -1.31875 -0.74374 -5.35406
H -2.63959 -3.64433 3.06194
H -5.04701 -3.22022 2.65991
H -5.74008 -1.36134 1.18334
H -4.03370 0.08923 0.13638
H -1.61693 -0.33627 0.55484
S 7.12280 2.00088 -4.97502
C 5.69354 1.55205 -4.25909
S 4.32738 2.57009 -4.10006
C 3.21671 1.46476 -3.31415
C 3.72899 0.22043 -3.07277
S 3.08592 -1.24597 -2.28164
S 5.39101 0.00537 -3.59083
S 1.66340 2.25036 -2.94652
*
```

Properties
**LUMO**: 1.916 eV
**Gap between HOMO and LUMO**: 0.2200 Ha

Löwdin population analysis, charges in e, atoms 1 to 6: 1.07 1.08 -0.48 -0.10 -0.11 -0.11



#x
Entry from OMol25: a structure of composition C32H26NO2S8Sr (ωB97M-V/def2-TZVPD).

```
! RIJCOSX wB97M-V def2-TZVPD def2/J DEFGRID3
* xyz -1 1
Sr 0.01453 1.41894 1.20019
S 2.32269 -2.08325 4.25041
C 3.09979 -2.40471 2.73645
C 3.81184 -3.52293 2.31057
C 4.39335 -3.50045 1.05684
C 4.27830 -2.36867 0.23982
C 3.55698 -1.26772 0.65459
C 2.94203 -1.28319 1.90852
N 2.22303 -0.23549 2.44224
C 1.86463 -0.48210 3.66531
C 1.10643 0.41677 4.54661
C 1.29521 0.29560 5.93280
C 0.60799 1.13759 6.78418
C -0.25773 2.08323 6.24086
C -0.42746 2.17631 4.86745
C 0.24149 1.35261 3.94511
H 3.92237 -4.38538 2.95559
H 4.96113 -4.35657 0.71422
H 4.76923 -2.35693 -0.72658
H 3.46821 -0.38343 0.03649
H 1.99214 -0.42755 6.34577
H 0.74853 1.07074 7.85656
H -0.80063 2.75248 6.90099
H -1.12131 2.92706 4.49697
O 0.48127 -0.87215 0.12620
S -0.04000 -1.29296 -1.21582
C 1.34295 -1.08589 -2.36720
C 1.60185 0.34952 -2.82471
C 0.52373 0.96868 -3.73557
C 0.12390 2.41331 -3.42169
S -1.03769 2.54690 -2.02968
O -0.43051 1.51391 -1.13699
C -2.44104 1.72188 -2.76703
C -3.03364 0.68902 -2.05981
C -4.17336 0.08652 -2.57475
C -4.71380 0.52102 -3.77388
C -4.12606 1.57416 -4.46183
C -2.99088 2.18588 -3.95486
C -0.11531 -3.07894 -1.15350
C 0.98820 -3.84613 -0.79422
C 0.84956 -5.21841 -0.68412
C -0.38425 -5.81422 -0.92642
C -1.48119 -5.04173 -1.26838
C -1.35004 -3.66355 -1.37893
H 1.13282 -1.73929 -3.21919
H 2.22430 -1.47421 -1.85081
H 2.54260 0.28888 -3.37991
H 1.79797 0.98630 -1.96231
H -0.37299 0.34152 -3.75601
H 0.90005 0.97865 -4.76212
H -0.30752 2.90279 -4.29617
H 0.97635 3.01467 -3.09754
H -2.60448 0.38952 -1.11472
H -4.65014 -0.71365 -2.02262
H -5.60632 0.05112 -4.16727
H -4.55823 1.93038 -5.38821
H -2.55698 3.02830 -4.47903
H 1.93178 -3.36995 -0.55632
H 1.69879 -5.82321 -0.39343
H -0.48905 -6.88781 -0.83338
H -2.44235 -5.50821 -1.44060
H -2.19807 -3.04103 -1.63857
S -3.38814 8.36174 1.80362
C -2.68706 6.87647 1.49714
S -3.53536 5.38736 1.51285
C -2.21824 4.30362 1.09628
C -1.01573 4.90877 0.91064
S 0.57570 4.29723 0.48403
S -1.02880 6.65259 1.12290
S -2.72733 2.62766 0.97199
*
```

Properties
**LUMO**: 1.715 eV
**Gap between HOMO and LUMO**: 0.1852 Ha

Löwdin population analysis, charges in e, atoms 1 to 6: 1.13 1.09 -0.47 -0.10 -0.12 -0.12



Result of the stability comparison: #w is the least stable of them.



#w
Entry from OMol25: a cluster of 2 separate species, C3H11N2O in total (ωB97M-V/def2-TZVPD).

```
! RIJCOSX wB97M-V def2-TZVPD def2/J DEFGRID3
* xyz 0 2
C -0.33453 -2.06914 -0.25528
C -0.64511 -0.69499 0.25481
C -0.13242 -0.06779 1.35353
N 0.67521 -0.52143 2.38911
N -0.74184 0.31985 -0.92575
H -0.37094 -2.83668 0.50439
H 0.61646 -2.01705 -0.83212
H -1.09503 -2.27656 -1.01211
H -0.40716 0.96992 1.52436
H 1.37265 0.04285 2.83245
H 0.49836 -1.47760 2.66301
H -1.70560 0.63433 -1.09028
H -0.44329 -0.27460 -1.71573
H -0.10962 1.13243 -0.81658
H 1.37641 3.35745 -2.16526
H 0.38076 3.13754 -1.11865
O 1.06568 2.64147 -1.58990
*
```

Properties
**LUMO (alpha / beta)**: 0.868 / 0.507 eV
**<S²>**: 0.754
**Gap between HOMO and LUMO (alpha / beta)**: 0.1505 / 0.2948 Ha

Löwdin population analysis, charges in e, atoms 1 to 6: -0.12 -0.39 -0.25 0.02 0.13 0.07



#x
Entry from OMol25: a cluster of 2 separate species, C3H11N2O in total (ωB97M-V/def2-TZVPD).

```
! RIJCOSX wB97M-V def2-TZVPD def2/J DEFGRID3
* xyz 0 2
C 1.72368 -0.24952 -1.32465
N 1.70811 0.36373 0.00252
C 0.65928 0.85747 0.60391
N 0.58473 1.37608 1.82885
H 2.41184 -1.05789 -1.33911
H 1.98704 0.44774 -2.13131
H 0.73593 -0.74332 -1.56981
H 2.58447 0.31957 0.54389
H -0.25144 0.89111 0.03798
H 1.40350 1.37909 2.43634
H -0.37401 1.66271 2.09901
C -2.38729 -0.64551 -0.40942
O -1.23855 -1.24227 0.22377
H -2.55802 0.40369 -0.09266
H -2.19874 -0.59722 -1.50375
H -3.33101 -1.24083 -0.26722
H -1.45952 -1.92463 0.86166
*
```

Properties
**LUMO (alpha / beta)**: 0.917 / 0.834 eV
**<S²>**: 0.753
**Gap between HOMO and LUMO (alpha / beta)**: 0.1516 / 0.3477 Ha

Löwdin population analysis, charges in e, atoms 1 to 6: -0.10 -0.10 -0.42 0.03 0.06 0.07



Result of the stability comparison: #w is the least stable of them.